{
  "formula": "C3H4OS",
  "method": "ωB97M-V/def2-TZVPD",
  "smiles": "C#CS.C=O",
  "relative_energy_ev": 3.130,
  "gap_ev": 9.779,
  "e_homo_ev": -9.3,
  "elements": ["S", "O", "C", "C", "C", "H", "H", "H", "H"],
  "positions_angstrom": [[0.44, -1.69, 0.76], [0.67, 1.60, 0.89], [0.14, -0.99, -2.04], [0.37, -1.14, -0.86], [-0.52, 1.45, 0.90], [1.15, -0.71, 1.24], [-0.19, -0.86, -3.05], [-1.02, 1.73, 1.84], [-1.03, 0.61, 0.32]]
}

{
  "formula": "C3H4OS",
  "method": "ωB97M-V/def2-TZVPD",
  "relative_energy_ev": 0.431,
  "gap_ev": 10.105,
  "e_homo_ev": -9.4,
  "elements": ["S", "O", "C", "C", "C", "H", "H", "H", "H"],
  "positions_angstrom": [[-0.76, 0.64, 0.56], [-0.83, -1.44, -1.01], [-0.15, -0.59, -0.56], [1.28, -0.07, -0.52], [0.98, 0.68, 0.80], [1.44, 1.58, 0.99], [1.23, -0.09, 1.63], [2.03, -0.89, -0.45], [1.44, 0.63, -1.35]]
}

{
  "formula": "C3H4OS",
  "method": "ωB97M-V/def2-TZVPD",
  "smiles": "O=C[C@H]1CS1",
  "relative_energy_ev": 1.271,
  "gap_ev": 9.840,
  "e_homo_ev": -9.2,
  "elements": ["S", "O", "C", "C", "C", "H", "H", "H", "H"],
  "positions_angstrom": [[1.12, 0.74, -1.03], [-0.33, 1.65, 1.80], [0.46, -0.09, 0.35], [-0.63, 0.83, 0.97], [0.17, -0.77, -1.01], [0.90, -0.69, 1.10], [-1.55, 0.91, 0.50], [-0.87, -0.88, -1.45], [0.73, -1.69, -1.24]]
}

{
  "formula": "C3H4OS",
  "method": "ωB97M-V/def2-TZVPD",
  "smiles": "CC(=O)C=S",
  "relative_energy_ev": 3.161,
  "gap_ev": 7.372,
  "e_homo_ev": -9.5,
  "elements": ["S", "O", "C", "C", "C", "H", "H", "H", "H"],
  "positions_angstrom": [[2.10, -0.24, -0.28], [-1.58, -1.01, -0.41], [-0.34, 1.14, -0.06], [-0.43, -0.49, -0.11], [0.76, -1.34, 0.05], [0.29, 1.25, 0.79], [0.74, -2.55, 0.56], [-1.43, 1.43, 0.35], [-0.12, 1.81, -0.87]]
}

{
  "formula": "C3H4OS2",
  "method": "ωB97M-V/def2-TZVPD",
  "smiles": "O=CCSC=S",
  "relative_energy_ev": 1.831,
  "gap_ev": 8.444,
  "e_homo_ev": -9.1,
  "elements": ["S", "S", "O", "C", "C", "C", "H", "H", "H", "H"],
  "positions_angstrom": [[1.15, -0.94, -2.39], [-0.97, 0.21, -0.50], [-0.27, 1.26, 3.20], [0.17, 0.86, 2.12], [0.60, -0.57, -0.88], [-0.87, 0.06, 1.34], [-1.74, 0.46, 1.79], [1.26, 1.00, 1.86], [-0.88, -1.01, 1.70], [1.18, -0.96, -0.11]]
}

{
  "formula": "C3H4OS2",
  "method": "ωB97M-V/def2-TZVPD",
  "smiles": "CC(=S)C(=O)S",
  "relative_energy_ev": 1.200,
  "gap_ev": 7.912,
  "e_homo_ev": -9.3,
  "elements": ["S", "S", "O", "C", "C", "C", "H", "H", "H", "H"],
  "positions_angstrom": [[0.69, 1.20, -1.91], [-0.46, -2.02, 0.28], [-1.75, -0.53, -1.41], [-0.78, -0.51, -0.68], [0.81, 0.86, 0.83], [0.20, 0.53, -0.50], [-1.65, -2.52, -0.05], [1.77, 1.45, 0.71], [1.07, -0.01, 1.42], [0.10, 1.54, 1.30]]
}

{
  "formula": "C3H4OS3",
  "method": "ωB97M-V/def2-TZVPD",
  "smiles": "COC(=S)C(=S)S",
  "relative_energy_ev": 1.042,
  "gap_ev": 7.513,
  "e_homo_ev": -8.7,
  "elements": ["S", "S", "S", "O", "C", "C", "C", "H", "H", "H", "H"],
  "positions_angstrom": [[2.77, -1.37, 0.18], [-0.45, -1.72, -0.41], [2.40, 1.43, -0.36], [-0.34, 0.89, 0.15], [1.76, 0.00, -0.04], [0.23, -0.26, -0.05], [-1.78, 0.81, 0.16], [-2.16, 0.09, 0.90], [1.81, -2.28, -0.05], [-2.11, 1.86, 0.37], [-2.14, 0.55, -0.86]]
}

{
  "formula": "C3H4OS3",
  "method": "ωB97M-V/def2-TZVPD",
  "smiles": "O=C(S)CSC=S",
  "relative_energy_ev": 1.145,
  "gap_ev": 8.542,
  "e_homo_ev": -8.9,
  "elements": ["S", "S", "S", "O", "C", "C", "C", "H", "H", "H", "H"],
  "positions_angstrom": [[-1.19, 0.61, -2.20], [0.64, 0.01, 1.78], [2.20, -1.13, -0.62], [-1.58, -1.01, -0.14], [-1.17, 0.01, -0.52], [-0.33, 0.92, 0.48], [1.92, -0.89, 0.98], [0.19, 1.80, -0.10], [-1.27, 1.41, 1.07], [2.66, -1.25, 1.82], [-2.06, -0.47, -2.54]]
}

{
  "formula": "C3H4OSi",
  "method": "ωB97M-V/def2-TZVPD",
  "relative_energy_ev": 2.797,
  "gap_ev": [7.972, 7.980],
  "e_homo_ev": [-9.6, -9.6],
  "elements": ["Si", "O", "C", "C", "C", "H", "H", "H", "H"],
  "positions_angstrom": [[-0.78, -1.45, 0.37], [-0.62, -1.36, -1.18], [0.58, 1.18, -0.23], [-0.56, 0.42, 0.10], [1.70, 1.58, -0.52], [-2.01, -1.65, 1.24], [2.63, 2.06, -0.59], [-1.48, 0.78, -0.18], [0.54, -1.57, 0.99]]
}

{
  "formula": "C3H4P2",
  "method": "ωB97M-V/def2-TZVPD",
  "relative_energy_ev": 1.134,
  "gap_ev": 7.187,
  "e_homo_ev": -8.1,
  "elements": ["P", "P", "C", "C", "C", "H", "H", "H", "H"],
  "positions_angstrom": [[1.75, -0.16, -2.84], [-0.13, -0.93, -2.50], [0.39, 0.34, 0.20], [-0.69, 0.06, 1.21], [0.31, -0.15, -1.01], [-0.52, -0.92, 1.65], [-0.68, 0.79, 2.01], [1.24, 0.92, 0.53], [-1.67, 0.06, 0.74]]
}